Record 1
CHI3O | ωB97M-V with the def2-TZVPD basis set

Computed properties:
Total charge: 0

Each line ends with the Löwdin charge.
Cartesian coordinates (Å):
C  0.422  0.042  0.089  -1.444
O  -0.503  0.407  -0.903  -0.973
I  -0.117  -1.645  1.359  0.660
I  2.193  -0.172  -0.940  0.875
I  -2.460  0.639  -0.553  0.894
H  0.465  0.729  0.948  -0.012

=====

Record 2
C3H7N4S | ωB97M-V with the def2-TZVPD basis set

Computed properties:
Total charge: +1
SMILES: [H]/N=N/[C@@H]1NC(=[NH2+])CS1

Each line ends with the Löwdin charge.
Cartesian coordinates (Å):
H  3.272  0.909  1.543  0.082
N  2.906  0.414  0.759  -0.005
N  2.214  1.109  0.081  0.000
C  1.469  0.087  -1.093  -0.469
N  0.137  0.561  -1.022  0.074
C  -0.673  -0.072  -0.241  -0.385
N  -1.955  0.084  -0.018  0.247
C  0.049  -1.035  0.626  -0.340
S  1.531  -1.535  -0.308  0.970
H  1.738  0.286  -2.161  0.139
H  -0.218  1.273  -1.619  0.174
H  -2.423  -0.443  0.684  0.137
H  -2.383  0.974  -0.241  0.151
H  0.453  -0.442  1.501  0.122
H  -0.458  -1.991  0.836  0.105

=====

Number 1: HOMO-LUMO gap 0.296 Eh. Number 2: HOMO-LUMO gap 0.340 Eh.